Entry 1:
Density functional theory data (ωB97M-V with the def2-TZVPD basis set) for a molecular structure, C25H27N6O3SZr.

```
! wB97M-V def2-TZVPD RIJCOSX def2/J DEFGRID3
* xyz 3 1
Zr 0.0198 -0.0014 1.3266
S 0.6334 -1.9376 -0.2369
O 1.8813 0.8317 0.9731
O -1.0067 -1.1222 2.8507
O 1.7709 -0.5139 2.6715
N -4.2931 4.9060 -1.4990
N -1.8010 -1.6680 0.8374
N -1.2364 -3.8194 0.0082
N -2.6002 5.3753 -2.8943
N -0.9646 1.5671 0.2370
N 0.4978 1.8280 3.1021
C -3.6209 6.2127 -3.2293
C -1.9289 -1.7690 2.2764
C -3.9510 -3.2236 4.9917
C -2.9629 -2.5253 4.3364
C -4.9430 7.8590 -4.2480
C -3.7392 7.2065 -4.2065
C -4.6742 5.8950 -2.3345
C -0.3605 2.2417 -0.7841
C -2.9287 2.9059 -0.0931
C -0.9020 -6.2504 -0.1643
C -0.9859 3.2238 -1.4917
C -4.9573 -3.8522 4.2605
C -0.4259 -4.8857 -0.6362
C -2.9728 -2.4645 2.9241
C -2.3116 3.5947 -1.1717
C -5.9032 6.5885 -2.4058
C 2.0994 0.6106 2.2334
C 2.0087 1.8010 3.1415
C -6.0153 7.5557 -3.3588
C -2.2470 1.9358 0.5630
C -3.0463 4.6021 -1.8438
C -0.8622 -2.5977 0.1932
C -2.3617 -6.5376 -0.4954
C -4.0046 -3.1052 2.1956
C -4.9895 -3.7906 2.8629
H -6.7079 6.3501 -1.7250
H -0.7110 -6.3529 0.9068
H 0.1685 2.7615 2.8743
H -3.9493 -3.2872 6.0710
H -5.7328 -4.3964 4.7848
H -0.2593 -6.9827 -0.6543
H -2.1712 -2.0402 4.8910
H -3.9363 3.1715 0.1935
H -2.1597 -4.1060 0.3244
H -2.6168 -7.5603 -0.2255
H 0.6601 1.9593 -1.0129
H 2.3891 1.6129 4.1394
H -6.9338 8.1174 -3.4556
H -0.5414 -4.7674 -1.7160
H -2.5650 -6.4155 -1.5602
H -2.9361 7.4497 -4.8879
H 0.6158 -4.6994 -0.3759
H -2.7082 1.4127 1.3977
H -2.6861 -1.6199 0.3371
H -5.0941 8.6387 -4.9824
H -4.0608 -3.0424 1.1140
H -1.7017 5.3470 -3.3458
H -5.7888 -4.2735 2.3183
H 2.4287 2.7038 2.7122
H 0.1365 1.5907 4.0223
H -3.0628 -5.9020 0.0609
H -0.4375 3.7033 -2.2899
*
```

Atomic partial charges in e from the Mulliken method, atoms 1 to 4: number 1, Zr, carries 0.673; number 2, S, carries -0.226; number 3, O, carries -0.440; number 4, O, carries -0.817

=====

Entry 2:
Density functional theory data (ωB97M-V with the def2-TZVPD basis set) for 4 unconnected molecules or ions with the total composition C25H27NO11S.

```
! wB97M-V def2-TZVPD RIJCOSX def2/J DEFGRID3
* xyz 0 1
S 1.1318 0.5230 3.5282
O 5.8674 5.3093 -2.1373
O 2.3381 -1.9268 0.8129
O -0.0264 -0.6479 7.1242
O 0.0609 -0.2216 4.6789
O 1.5513 1.9419 4.0487
O 2.2917 -4.7872 -3.6687
O 2.9464 0.8757 -1.8529
O -4.0411 0.4614 -1.2282
O 0.1451 3.1400 -0.7899
O 0.3238 0.7310 2.0337
O -7.2429 -2.5643 -4.2054
N 0.1155 0.7147 -1.2619
C 5.1952 4.2893 -2.0711
C -0.1692 1.2630 -2.6743
C 2.3032 -4.1292 -2.6375
C -6.0424 0.2951 -2.4609
C 3.7511 4.3407 -1.7692
C 5.7967 2.9590 -2.2910
C 0.4003 0.2410 6.0331
C 5.0627 1.8443 -2.2210
C -1.1634 -0.0345 -0.9083
C -4.7783 -0.2347 -1.9127
C -6.5056 -1.8682 -3.5210
C -5.2415 -2.3980 -2.9728
C 2.9680 -2.0883 -1.4519
C 3.6186 1.8956 -1.9191
C 0.3711 1.8807 -0.3245
C 3.0171 3.2259 -1.6992
C 1.6719 -3.9066 -0.2774
C -1.3666 -1.2110 6.9015
C -6.8462 -0.4655 -3.2104
C 2.9579 -2.8074 -2.5784
C 1.6618 -4.6258 -1.4039
C 2.3267 -2.5849 -0.2182
C -4.4378 -1.6373 -2.2233
C 0.9539 1.7714 1.2062
C -2.5558 -0.1056 6.6649
H 0.7461 1.8226 -3.1436
H -2.3481 0.6666 5.8046
H 6.8572 2.9390 -2.5107
H 3.4246 -2.4573 -3.4913
H 1.2053 -4.2568 0.6355
H -0.0644 1.3131 6.1694
H 5.4890 0.8611 -2.3806
H -1.2804 -0.2727 0.2329
H -3.5298 -0.7068 6.3255
H 0.7453 2.8240 1.7271
H -1.4000 -2.0519 6.0564
H -7.7765 -0.0923 -3.6208
H 2.1301 1.5841 1.2592
H 1.1867 -5.5974 -1.4642
H -1.1690 1.9149 -2.6863
H -0.4090 0.3183 -3.3393
H 1.9566 3.2460 -1.4795
H -6.2785 1.3255 -2.2235
H 3.3248 5.3239 -1.6097
H -1.0927 -1.0902 -1.4598
H 1.5756 0.3456 6.1227
H 3.4431 -1.1167 -1.3916
H -1.6509 -1.7905 7.9058
H -2.8405 0.4014 7.6865
H -3.5075 -2.0106 -1.8129
H -2.1425 0.5271 -1.2440
H -5.0054 -3.4284 -3.2101
*
```

Atomic partial charges in e from the Mulliken method, atoms 1 to 4: number 1, S, carries 0.685; number 2, O, carries -0.567; number 3, O, carries -0.551; number 4, O, carries -0.374

=====

Entry 3:
Density functional theory data (ωB97M-V with the def2-TZVPD basis set) for a single C25H27NO4 molecule.

The SMILES is COc1cc(C(=O)NCCC(c2ccccc2)c2ccccc2)cc(OC)c1OC.

```
! wB97M-V def2-TZVPD RIJCOSX def2/J DEFGRID3
* xyz 0 1
O 1.5117 -4.6304 2.6296
O -0.5676 -3.5760 1.6812
O 4.1269 -3.5307 2.1048
O 3.0549 0.6751 -0.5253
N 1.0944 0.1740 -1.5178
C -1.5710 5.1319 1.4141
C -1.0313 3.9589 0.9185
C -2.1272 1.4180 -2.8770
C 0.3895 2.5514 -1.6696
C -2.4779 4.0876 -0.9801
C 1.0570 1.3479 -2.3560
C -0.8308 2.1609 -0.8155
C -2.4890 0.2969 -0.7996
C 3.0471 -1.8115 0.7831
C 2.5060 -5.1847 3.4599
C -1.4773 3.4235 -0.2837
C -3.4137 -0.5371 -1.4015
C 0.6602 -1.8244 0.5232
C 1.8987 -1.2554 0.2401
C -1.8260 1.2801 -1.5268
C -2.5692 5.7866 0.7132
C 2.0765 -0.0451 -0.6108
C -3.6946 -0.3980 -2.7500
C -3.0521 0.5848 -3.4827
C 1.7569 -3.5254 1.8756
C 0.5896 -2.9437 1.3339
C -1.7822 -3.0730 1.1868
C 5.3727 -2.9250 1.8560
C 3.0006 -2.9438 1.5858
C -3.0211 5.2598 -0.4840
H 0.2855 -0.4235 -1.5321
H 0.1071 3.2832 -2.4277
H -2.9938 6.7016 1.0990
H -0.2525 3.4520 1.4711
H 2.9238 -4.4411 4.1422
H 3.9814 -1.3296 0.5479
H 1.9934 -5.9564 4.0344
H -3.2725 0.7051 -4.5336
H -1.2129 5.5345 2.3503
H -1.8109 -3.0797 0.0915
H -4.4133 -1.0485 -3.2254
H 5.4105 -1.9035 2.2457
H 3.3144 -5.6368 2.8818
H -0.2479 -1.3828 0.1458
H 6.1013 -3.5402 2.3825
H -3.8014 5.7632 -1.0362
H -3.9158 -1.2950 -0.8172
H -0.4520 1.6020 0.0489
H -2.5516 -3.7418 1.5696
H 1.1137 3.0255 -1.0055
H -1.6409 2.1813 -3.4660
H 0.5274 1.0833 -3.2735
H -2.2822 0.1940 0.2573
H 2.0897 1.6090 -2.6009
H -2.8450 3.6848 -1.9122
H -1.9779 -2.0578 1.5489
H 5.6108 -2.9163 0.7880
*
```

Atomic partial charges in e from the Mulliken method, atoms 1 to 4: number 1, O, carries -0.482; number 2, O, carries -0.462; number 3, O, carries -0.453; number 4, O, carries -0.698

=====

Entry 4:
Density functional theory data (ωB97M-V with the def2-TZVPD basis set) for a molecular structure, C25H28AlCl2N5O5PS.

```
! wB97M-V def2-TZVPD RIJCOSX def2/J DEFGRID3
* xyz 1 1
Cl -7.2621 -6.0566 7.5193
Cl -6.8480 -5.4928 12.8936
S -6.5215 -10.0091 11.7841
P -9.8316 -10.5088 13.7316
Al -8.3766 -11.4200 11.7231
O -9.2149 -9.3263 14.5693
O -9.0147 -9.6622 8.4565
O -9.2517 -10.7185 10.4075
O -9.8012 -11.6844 14.7784
O -11.3607 -10.0445 13.5950
N -9.1452 -13.2116 11.4078
N -4.9389 -10.0624 13.8730
N -6.3049 -11.8797 13.7503
N -8.4298 -5.6542 10.3204
N -7.3124 -12.4365 13.0351
C -10.6671 -14.8206 10.4776
C -4.9842 -6.5616 11.3664
C -7.7191 -13.6113 13.2950
C -11.5473 -5.1546 8.3093
C -6.2982 -6.1175 11.3967
C -5.8905 -10.7265 13.2471
C -11.4349 -7.4282 9.0238
C -12.3099 -10.6162 12.6587
C -5.2344 -7.0428 9.0321
C -7.1235 -14.5034 14.3445
C -9.1014 -7.9953 13.9540
C -4.4799 -7.1240 10.2051
C -9.2093 -9.6196 9.6327
C -6.4986 -6.4626 9.0470
C -7.1272 -6.0862 10.2503
C -8.7703 -14.0977 12.3758
C -10.0633 -13.5854 10.4920
C -10.1928 -11.5306 16.1649
C -9.3262 -15.4019 12.4047
C -12.1106 -6.4199 8.3943
C -10.1625 -7.2126 9.6189
C -9.5740 -8.3276 10.4155
C -10.2802 -4.9362 8.8607
C -9.5923 -5.9460 9.5501
C -10.2638 -15.7308 11.4330
H -11.4453 -15.0745 9.7308
H -11.9759 -4.3225 7.8252
H -10.4371 -12.5159 16.5297
H -9.8584 -3.9455 8.8648
H -8.6768 -7.3966 14.7440
H -11.8292 -8.4088 9.0780
H -10.6741 -16.7548 11.4242
H -12.4036 -9.9526 11.8199
H -8.3456 -8.0216 13.1750
H -6.8334 -15.4638 13.9321
H -13.0750 -6.6124 7.9438
H -9.3132 -11.1220 16.7011
H -10.3025 -12.8028 9.7590
H -10.0679 -7.6902 13.5852
H -9.0194 -16.1683 13.1638
H -11.0695 -10.8851 16.2298
H -4.3893 -6.4914 12.2579
H -3.4856 -7.5222 10.2132
H -4.5094 -10.4455 14.6895
H -13.2374 -10.7039 13.1856
H -8.5495 -5.0287 11.0970
H -4.7427 -7.3421 8.1098
H -7.8010 -14.6230 15.1873
H -11.9598 -11.5950 12.4122
H -8.6434 -7.9818 10.8670
H -6.2048 -14.0456 14.7325
H -4.6218 -9.1758 13.5121
H -10.2416 -8.6382 11.2072
*
```

Atomic partial charges in e from the Mulliken method, atoms 1 to 4: number 1, Cl, carries -0.207; number 2, Cl, carries -0.238; number 3, S, carries -0.152; number 4, P, carries 1.052

=====

Results for E_HOMO: -14.845; -9.594; -7.984; -10.055 (in eV, following the order of the records).